12 unconnected molecules or ions with the total composition C52H90F2O20, computed with ωB97M-V/def2-TZVPD.

Maximum force ... 5.7 eV/Å
Spin multiplicity ... 1
HOMO ... -0.3265 hartree
SMILES string ... CCOC(C)=O.CCOC(C)=O.CCOC(C)=O.CCOC(C)=O.CCOC(C)=O.CCOC(C)=O.CCOC(C)=O.CCOC(C)=O.CCOC(C)=O.CCOC(C)=O.Fc1ccccc1.Fc1ccccc1
Orbital gap ... 9.345 eV
Electronic energy ... -3739.94203 a.u.
Total charge ... 0

CARTESIAN COORDINATES (ANGSTROEM)
C: 20.312 15.060 18.186
C: 18.906 15.372 18.538
O: 18.731 15.283 19.937
C: 17.575 14.980 20.433
C: 17.595 15.059 21.993
O: 16.537 14.805 19.861
H: 20.983 15.759 18.685
H: 20.379 15.103 17.099
H: 20.522 14.032 18.482
H: 18.732 16.414 18.271
H: 18.201 14.742 17.996
H: 16.599 14.921 22.414
H: 18.012 15.982 22.397
H: 18.165 14.203 22.355
C: 17.898 9.256 13.698
C: 16.947 9.179 12.525
O: 17.697 8.570 11.554
C: 17.659 9.013 10.369
C: 18.720 8.288 9.550
O: 16.889 9.822 9.822
H: 18.793 9.870 13.604
H: 18.340 8.265 13.803
H: 17.501 9.711 14.605
H: 16.053 8.567 12.650
H: 16.626 10.192 12.283
H: 19.774 8.502 9.726
H: 18.639 8.548 8.495
H: 18.590 7.209 9.641
C: 21.213 9.950 16.289
C: 20.852 10.302 17.673
O: 19.515 10.730 17.741
C: 18.998 11.134 18.935
C: 17.575 11.632 18.935
O: 19.565 11.073 20.031
H: 22.155 9.402 16.310
H: 21.314 10.762 15.569
H: 20.510 9.266 15.815
H: 20.981 9.463 18.357
H: 21.430 11.160 18.016
H: 17.352 12.152 18.003
H: 17.302 12.260 19.783
H: 16.935 10.751 18.886
C: 14.862 9.621 20.702
C: 13.960 8.668 19.939
O: 14.507 8.405 18.637
C: 14.222 9.133 17.606
C: 14.839 8.601 16.324
O: 13.560 10.144 17.591
H: 15.816 9.163 20.964
H: 14.372 9.948 21.619
H: 15.078 10.567 20.206
H: 13.894 7.704 20.442
H: 12.929 9.022 19.912
H: 14.858 7.514 16.412
H: 15.868 8.914 16.147
H: 14.238 8.803 15.438
C: 15.100 18.044 20.259
C: 16.096 18.249 21.384
O: 15.635 17.384 22.412
C: 15.170 17.807 23.592
C: 14.649 16.618 24.436
O: 15.104 18.975 23.976
H: 15.330 18.604 19.353
H: 14.109 18.330 20.612
H: 14.984 16.998 19.976
H: 17.105 18.000 21.056
H: 16.070 19.295 21.689
H: 13.627 16.405 24.120
H: 14.654 16.917 25.484
H: 15.249 15.747 24.172
C: 12.326 16.979 17.705
C: 11.838 16.561 16.247
O: 12.914 16.734 15.342
C: 12.704 16.882 13.957
C: 14.071 17.267 13.203
O: 11.638 16.619 13.407
H: 12.751 17.980 17.775
H: 13.090 16.322 18.119
H: 11.521 16.949 18.439
H: 11.437 15.556 16.114
H: 10.963 17.146 15.962
H: 14.871 16.572 13.461
H: 14.377 18.297 13.386
H: 13.916 17.182 12.127
C: 11.666 12.453 17.598
C: 10.420 13.353 17.663
O: 9.878 13.153 18.981
C: 8.880 13.901 19.579
C: 8.341 13.276 20.811
O: 8.430 14.918 19.129
H: 12.079 12.433 16.589
H: 11.453 11.396 17.755
H: 12.413 12.765 18.328
H: 10.734 14.381 17.479
H: 9.666 13.205 16.890
H: 9.029 13.496 21.627
H: 8.240 12.201 20.664
H: 7.385 13.756 21.021
C: 17.201 11.587 23.793
C: 16.010 12.611 23.798
O: 15.294 12.527 22.521
C: 14.077 13.088 22.404
C: 13.485 12.876 21.021
O: 13.430 13.736 23.215
H: 16.848 10.557 23.750
H: 17.683 11.667 24.767
H: 17.937 11.672 22.994
H: 15.257 12.196 24.468
H: 16.290 13.624 24.086
H: 12.874 11.974 20.984
H: 14.239 12.839 20.234
H: 12.747 13.622 20.728
C: 18.542 15.550 10.902
C: 19.461 15.521 12.144
O: 19.270 14.358 12.906
C: 20.180 14.007 13.885
C: 19.792 12.755 14.655
O: 21.191 14.627 14.186
H: 18.842 16.101 10.011
H: 17.544 15.864 11.209
H: 18.407 14.526 10.553
H: 20.481 15.484 11.762
H: 19.293 16.377 12.798
H: 20.262 12.709 15.637
H: 20.117 11.890 14.077
H: 18.703 12.781 14.699
C: 15.568 20.707 16.738
C: 16.248 19.892 15.645
O: 17.465 19.346 16.126
C: 18.169 18.488 15.343
C: 19.564 18.193 15.875
O: 17.847 17.956 14.282
H: 14.530 20.890 16.462
H: 16.115 21.628 16.939
H: 15.559 20.172 17.687
H: 15.548 19.115 15.337
H: 16.457 20.495 14.762
H: 20.272 18.918 15.474
H: 19.849 17.151 15.731
H: 19.573 18.427 16.940
F: 15.443 11.469 14.871
C: 15.542 12.770 15.296
C: 16.144 13.689 14.424
C: 16.347 15.026 14.850
C: 15.990 15.404 16.136
C: 15.425 14.438 17.038
C: 15.229 13.121 16.609
H: 16.380 13.436 13.401
H: 16.896 15.699 14.209
H: 16.134 16.419 16.476
H: 15.189 14.798 18.028
H: 14.740 12.484 17.330
F: 14.891 14.441 11.305
C: 14.182 13.310 11.426
C: 13.049 13.287 12.271
C: 12.376 12.060 12.445
C: 12.834 10.911 11.825
C: 13.954 10.949 10.987
C: 14.658 12.119 10.802
H: 12.820 14.106 12.936
H: 11.513 11.947 13.084
H: 12.314 9.997 12.070
H: 14.256 10.033 10.500
H: 15.383 12.246 10.012